Formula: C4H4N2
Source: the Open Molecules 2025 dataset
Level of theory: wB97M-V/def2-TZVPD

```
10
C4H4N2, DFT wB97M-V/def2-TZVPD
C -1.096 0.907 -0.273
N 0.791 -1.284 1.056
C -0.238 -0.986 1.587
H -0.914 -1.133 2.410
C 0.492 0.522 -1.162
C 1.316 -0.335 -0.727
N -1.479 0.413 0.765
H 2.202 -0.933 -0.703
H -1.538 1.661 -0.930
H 0.469 1.169 -2.030
```

Output
M, g mol⁻¹: 80.09
Charge: 0
Largest force on an atom, eV Å⁻¹: 1.6
Frontier orbital gap, hartree: 0.3312
LUMO level, eV: 0.17